Record 1
# C46H48N8O3P2S2Se2Tc

A molecular structure, C46H48N8O3P2S2Se2Tc (ωB97M-V/def2-TZVPD, the Open Molecules 2025 dataset).

```
112
Properties=species:S:1:pos:R:3
Tc 1.65 1.52 -0.13
Se -2.45 -1.35 3.41
Se -3.27 1.74 -2.53
S 0.52 3.37 -0.96
S 8.73 3.30 -1.76
P -1.93 -2.41 1.68
P -3.30 -0.16 -1.64
O 9.40 4.38 -1.13
O 9.34 2.01 -1.36
O 8.52 3.50 -3.19
N 2.38 0.28 1.43
N -0.46 3.20 1.69
N -0.84 0.31 -1.03
N 0.05 -0.86 0.57
N 0.45 2.17 1.66
N 3.22 3.03 0.56
N -1.30 4.74 0.20
N 0.20 0.09 -0.33
C -1.19 -1.33 0.41
C 3.29 -0.65 1.25
C 4.91 4.17 -0.78
C 1.90 0.56 2.67
C -2.48 -1.42 -3.94
C -4.56 -3.23 1.44
C 4.56 3.13 0.05
C 6.17 4.23 -1.27
C 0.70 1.48 2.73
C -2.17 5.33 1.24
C -0.51 3.75 0.48
C -5.98 -0.59 -1.21
C -2.68 -3.79 -4.43
C -3.04 -4.72 0.35
C 0.08 1.70 4.00
C -3.25 -1.61 -2.78
C 1.81 -5.11 2.48
C 3.12 1.90 -2.81
C 2.44 -0.04 3.76
C -4.14 -5.39 -0.21
C -5.61 -3.84 0.79
C -5.43 -4.95 0.01
C -3.79 -2.83 -2.56
C 7.08 3.20 -1.04
C -3.25 -3.56 1.10
C -5.86 0.14 1.47
C -2.22 -2.52 -4.74
C -3.40 4.48 1.56
C -7.13 -0.47 -0.44
C 0.17 -4.31 0.93
C -4.75 -0.34 -0.61
C -4.67 0.01 0.72
C 5.45 2.17 0.42
C -0.47 -3.61 1.95
C 3.90 -1.28 2.29
C 1.95 2.13 -3.78
C 1.34 -5.08 1.18
C -0.02 -3.70 3.24
C -3.51 -3.93 -3.38
C 6.69 2.18 -0.22
C -7.07 -0.09 0.90
C 3.46 -0.96 3.58
C 4.40 1.34 -3.51
C -1.83 -0.50 -0.60
C 1.15 -4.45 3.52
C 2.75 0.88 -1.73
H -3.13 3.43 1.43
H 1.60 -4.48 4.50
H 5.09 1.37 1.11
H -3.77 4.59 2.61
H 1.92 -5.50 0.37
H 3.64 0.40 -1.30
H -3.95 -4.88 -3.07
H -1.65 -2.36 -5.67
H -4.41 -2.97 -1.71
H -3.98 -6.31 -0.69
H 4.24 0.70 -4.38
H -0.70 2.45 3.88
H 3.26 3.12 1.57
H -6.63 -3.33 0.92
H -0.36 0.76 4.34
H -1.55 5.35 2.12
H 2.02 0.20 -2.16
H 7.47 1.41 -0.06
H -4.25 4.79 0.86
H -1.41 4.98 -0.76
H 2.29 2.86 -4.56
H -4.75 -2.36 2.04
H 2.60 -5.79 2.75
H 3.41 2.80 -2.32
H -3.74 0.31 1.14
H 3.54 -0.78 0.25
H -0.47 -3.08 4.00
H 0.85 1.98 4.77
H -6.08 -0.85 -2.26
H -2.09 -0.49 -4.22
H -7.99 -0.07 1.47
H 2.12 0.24 4.71
H 5.08 0.81 -2.92
H -8.11 -0.63 -0.92
H -0.13 -4.12 -0.09
H -2.40 6.35 0.94
H 3.90 -1.47 4.42
H -6.28 -5.34 -0.50
H -5.68 0.45 2.57
H 4.87 2.23 -3.93
H 1.74 1.21 -4.38
H 4.09 4.81 -1.07
H 1.09 2.50 -3.22
H -2.35 -4.61 -5.02
H 2.70 3.91 0.38
H -2.05 -5.08 0.18
H 6.49 5.08 -1.89
H 4.70 -1.96 2.13
```

<S²>: 3.778
Frontier orbital gap (alpha / beta) in Ha: 0.2473 / 0.0709
HOMO (alpha / beta) in eV: -7.210 / -6.672
2S+1: 4
Charge: 0

***

Record 2
# C46H49As2InNO5STe

A molecular structure, C46H49As2InNO5STe (ωB97M-V/def2-TZVPD, the Open Molecules 2025 dataset).

```
106
Properties=species:S:1:pos:R:3
Te 1.27 -2.94 -2.57
In 1.89 -0.96 -0.55
As -1.47 0.65 -1.90
As -2.15 1.49 1.93
S 2.26 -0.93 1.86
O 2.53 -0.15 -2.71
O 2.98 0.10 1.00
O 0.81 -0.72 1.49
O 2.61 -2.23 1.17
O 2.55 -0.88 3.25
N 0.42 -0.16 -1.98
C -1.08 -3.87 -0.70
C -4.18 0.13 -2.94
C -0.72 -3.53 -2.00
C -3.52 2.86 1.55
C -3.06 -1.07 5.15
C 0.39 4.86 -0.83
C -2.95 0.76 3.57
C -3.78 1.50 4.40
C -1.07 3.50 -2.17
C -1.99 -0.46 -0.37
C -4.89 2.60 1.52
C 2.28 -5.17 -4.44
C -4.27 0.96 5.58
C -3.04 -3.64 -2.66
C -3.45 1.16 -2.38
C 2.16 -4.85 -3.08
C -4.07 2.34 -2.00
C -5.55 0.27 -3.12
C -5.34 4.86 0.83
C 2.73 -5.36 -0.65
C 3.87 -8.63 -4.23
C -3.41 -4.04 -1.38
C -4.86 -4.29 -1.05
C -1.42 -2.87 -4.38
C 1.30 0.10 -2.91
C 0.91 0.64 -4.26
C -5.80 3.59 1.17
C -0.49 4.73 -1.89
C 3.29 -7.30 -3.84
C -2.42 -4.14 -0.42
C 2.83 -6.40 -4.79
C 0.73 3.75 -0.07
C 3.24 -6.92 -2.50
C 1.87 -4.27 -5.58
C -2.94 0.12 0.68
C -0.77 2.39 -1.38
C -3.09 4.14 1.22
C -1.72 -3.37 -2.99
C -3.91 -0.33 5.96
C 0.16 2.52 -0.35
C -0.15 -3.90 0.48
C -2.58 -0.52 3.97
C -6.18 1.45 -2.75
C 2.70 -5.70 -2.11
C -3.99 5.13 0.86
C -5.44 2.48 -2.19
H -7.24 1.57 -2.90
H -4.92 1.55 6.22
H 2.91 -6.66 -5.84
H 4.90 -8.72 -3.88
H -5.26 1.61 1.79
H 3.86 -8.77 -5.31
H 0.90 -4.56 -5.98
H -2.02 4.35 1.24
H 1.42 0.06 -5.03
H 0.84 5.82 -0.61
H -0.60 -3.44 -4.82
H -4.28 -0.75 6.88
H -3.80 -3.52 -3.42
H -3.30 -0.71 1.30
H -4.06 2.51 4.13
H -2.75 -2.06 5.45
H -2.30 -2.96 -5.01
H -1.07 -0.79 0.10
H 3.64 -7.58 -1.75
H -2.46 -1.33 -0.83
H -6.05 5.63 0.54
H -2.69 -4.41 0.60
H -1.12 -1.82 -4.34
H 1.79 -5.65 -0.17
H -1.87 -1.08 3.35
H -3.80 0.58 0.20
H 2.89 -4.30 -0.47
H 3.53 -5.91 -0.15
H -0.49 -3.17 1.23
H -3.63 6.12 0.59
H -1.74 3.39 -3.02
H -5.45 -3.40 -1.28
H -4.99 -4.54 0.00
H -6.13 -0.55 -3.54
H 2.60 -4.35 -6.39
H -0.72 5.59 -2.51
H 0.45 1.66 0.24
H 1.25 1.67 -4.33
H 1.44 3.83 0.75
H 0.88 -3.63 0.23
H -3.51 3.14 -1.53
H -3.68 -0.79 -3.24
H 1.82 -3.23 -5.28
H -0.16 -4.88 0.96
H 3.29 -9.44 -3.77
H -5.92 3.40 -1.88
H -6.86 3.36 1.14
H -5.25 -5.11 -1.65
H -0.17 0.61 -4.41
```

<S²>: 0.757
Frontier orbital gap (alpha / beta) in Ha: 0.2651 / 0.2607
HOMO (alpha / beta) in eV: -7.300 / -8.280
2S+1: 2
Charge: 0

***

Record 3
# C46H50FIMnN4O5

A molecular structure, C46H50FIMnN4O5 (ωB97M-V/def2-TZVPD, the Open Molecules 2025 dataset).

```
108
Properties=species:S:1:pos:R:3
I -3.64 -2.69 1.28
Mn -0.96 -0.60 -0.07
F 1.20 5.40 2.08
O 0.45 -1.42 -1.24
O 2.24 -1.50 -2.60
O 0.02 1.14 -0.16
O -4.39 1.00 -2.22
O -0.83 1.21 3.78
N -0.62 -0.58 2.30
N 3.93 1.81 -1.06
N -2.48 -0.25 -1.76
N -2.45 0.60 0.72
C -4.16 -3.98 -2.57
C -2.03 -1.78 -5.66
C -1.85 -1.57 4.80
C 1.21 3.39 0.86
C -4.41 1.90 0.44
C 2.30 -2.22 3.93
C -3.22 1.94 2.51
C 3.18 4.77 0.98
C 2.71 -2.28 0.88
C -1.77 -2.49 0.15
C 0.65 1.27 -4.26
C 6.05 2.84 -0.41
C -2.05 -0.61 5.97
C 0.18 -1.28 3.23
C -1.13 0.55 2.76
C 3.38 -0.13 2.01
C 6.07 0.80 -1.86
C 1.54 -1.55 2.98
C 1.77 -2.64 5.14
C -2.31 1.06 1.95
C 2.22 -1.09 1.71
C -1.45 -0.15 -3.97
C -4.18 -2.45 -2.59
C 3.25 2.74 -0.27
C -2.52 -2.92 5.10
C -2.94 -2.35 -4.79
C 3.89 3.90 0.20
C 1.51 -0.96 -1.75
C -1.29 -0.68 -5.25
C -0.38 -1.74 4.45
C 1.85 4.51 1.30
C -3.45 1.03 -0.05
C -2.36 -0.75 -3.08
C 1.91 2.50 0.06
C -0.70 1.10 -3.56
C -4.30 2.35 1.75
C -5.58 -1.94 -2.98
C 1.21 1.29 -0.44
C -3.47 0.56 -1.49
C 1.99 0.39 -1.22
C 3.27 0.72 -1.51
C 0.42 -2.40 5.37
C 5.34 4.15 -0.11
C -3.13 -1.85 -3.50
C -1.57 2.34 -3.80
C 5.32 2.08 -1.51
H 5.27 2.72 -2.40
H -3.60 -2.80 5.18
H 3.43 -2.88 1.45
H -3.05 2.28 3.53
H 0.18 3.17 1.14
H 7.08 3.01 -0.73
H -3.52 -3.21 -5.11
H 1.20 2.10 -3.81
H 3.66 5.67 1.37
H -3.97 -2.11 -1.58
H 3.05 0.70 2.66
H -5.83 -2.26 -4.00
H -2.32 -3.64 4.30
H -5.21 2.21 -0.23
H 1.87 -2.92 0.60
H -1.59 -1.01 6.88
H 6.01 0.09 -1.03
H 1.49 -0.55 1.13
H -1.11 -3.17 0.70
H -1.89 -2.19 -6.65
H 6.07 2.22 0.49
H -0.02 -2.73 6.31
H 0.52 1.51 -5.32
H -3.12 -0.47 6.18
H -0.58 -0.23 -5.93
H -1.61 0.36 5.75
H 1.27 0.37 -4.18
H -6.33 -2.35 -2.30
H -5.61 -0.85 -2.93
H -1.77 2.45 -4.87
H -4.77 -4.35 -1.75
H 4.20 -0.64 2.52
H -1.06 3.25 -3.45
H 3.77 0.30 1.08
H -4.55 -4.40 -3.51
H 2.38 -3.15 5.87
H 3.82 0.03 -2.13
H -2.03 -2.98 -0.79
H -2.36 -1.17 3.92
H 5.81 4.66 0.73
H -2.15 -3.34 6.05
H -5.04 3.03 2.17
H 7.12 1.06 -2.03
H -2.53 2.26 -3.28
H 5.43 4.82 -0.98
H 5.70 0.32 -2.76
H -0.53 1.03 -2.48
H 3.19 -1.95 -0.05
H -3.14 -4.36 -2.43
H 3.35 -2.41 3.72
```

<S²>: 1.033
Frontier orbital gap (alpha / beta) in Ha: 0.1971 / 0.1788
HOMO (alpha / beta) in eV: -1.849 / -1.352
2S+1: 2
Charge: -2

***

Record 4
# C46H51BF4N6O7P2PtS

A molecular structure, C46H51BF4N6O7P2PtS (ωB97M-V/def2-TZVPD, the Open Molecules 2025 dataset).

```
119
Properties=species:S:1:pos:R:3
Pt 0.51 0.24 -1.04
S 2.22 0.05 1.50
P 0.09 3.84 0.09
P -0.23 -0.68 2.83
F 1.59 -0.01 -3.42
F 1.99 1.84 -2.16
F 1.37 2.08 -4.36
F 3.46 1.29 -3.86
O 2.44 -1.04 2.42
O 2.31 -0.31 0.08
O 0.14 2.36 0.01
O 0.55 0.30 1.87
O 2.78 1.30 1.85
O -0.89 -1.22 0.05
O -8.85 4.05 0.44
N 1.23 4.70 -0.77
N -6.92 -0.78 -1.43
N -5.84 -0.80 -2.12
N -1.41 4.33 -0.46
N -1.20 0.15 -2.24
N 0.22 4.40 1.64
C 1.39 0.54 6.96
C 1.07 4.75 -2.24
C 1.82 -0.64 6.39
C -8.33 2.90 -0.06
C 0.45 -3.20 1.68
C -0.10 -2.49 2.74
C -2.14 3.46 -1.39
C 0.40 -4.58 1.68
C -6.75 1.64 -1.36
C -0.17 -5.26 2.75
C 0.45 1.33 6.30
C -2.95 -0.67 3.49
C -2.50 0.75 -4.14
C -3.50 -0.56 -2.40
C -4.63 -1.14 -1.71
C 0.48 5.79 2.00
C -2.16 1.22 2.23
C -0.05 0.92 5.07
C 0.40 -0.26 4.49
C -7.23 2.85 -0.92
C 0.63 3.62 2.80
C -1.91 0.01 2.87
C -8.95 1.71 0.32
C -3.44 1.74 2.20
C 2.45 5.15 -2.77
C -7.38 0.43 -1.00
C -8.34 5.27 -0.04
C -4.49 1.04 2.79
C -1.83 5.72 -0.62
C 0.03 4.41 3.96
C -2.25 -0.55 -1.74
C -0.62 -3.17 3.84
C 1.33 -1.05 5.16
C -3.60 0.10 -3.63
C -3.39 4.26 -1.70
C -4.24 -0.16 3.44
C 2.62 4.30 -0.48
C -4.37 -1.95 -0.59
C -2.04 -1.30 -0.55
C -8.51 0.50 -0.15
C 3.45 4.87 -1.63
C -0.66 -4.56 3.84
C -3.09 -2.09 -0.09
C -0.03 5.87 3.45
C -2.84 5.69 -1.77
C -1.32 0.77 -3.40
B 2.15 1.31 -3.49
H -0.98 4.05 4.18
H 0.63 4.30 4.86
H 1.56 6.01 1.97
H -9.01 -0.42 0.14
H -6.73 3.76 -1.24
H -8.44 5.34 -1.13
H 0.80 -5.13 0.84
H -1.34 1.75 1.75
H 0.30 5.48 -2.49
H -2.90 -2.76 0.74
H 0.59 6.54 4.04
H -1.05 6.24 3.47
H 0.79 3.77 -2.64
H -0.99 -2.62 4.69
H -5.90 1.59 -2.03
H 3.95 5.79 -1.33
H -5.50 1.42 2.72
H -3.63 2.68 1.71
H -3.61 6.46 -1.66
H 2.71 3.21 -0.43
H -0.23 -6.34 2.74
H -2.35 2.49 -0.93
H 2.54 -1.26 6.91
H -4.55 0.08 -4.15
H 1.68 -1.96 4.71
H -8.94 6.05 0.42
H 1.78 0.86 7.92
H 4.21 4.15 -1.93
H 2.92 4.69 0.50
H -7.30 5.41 0.24
H -2.34 5.84 -2.73
H 0.28 2.59 2.72
H -9.80 1.77 0.98
H 0.11 2.25 6.75
H -0.45 1.29 -3.78
H -5.20 -2.47 -0.14
H -0.03 6.46 1.32
H 2.47 6.20 -3.04
H 2.68 4.56 -3.66
H 1.72 3.57 2.89
H -2.77 -1.61 3.98
H -0.98 6.38 -0.84
H 0.90 -2.67 0.85
H -4.11 4.18 -0.87
H -5.05 -0.71 3.90
H -3.87 3.94 -2.62
H -2.30 6.07 0.30
H -0.80 1.52 4.57
H -1.57 3.28 -2.31
H -2.53 1.24 -5.10
H -1.06 -5.08 4.70
```

Frontier orbital gap (alpha / beta) in Ha: 0.1859 / 0.1861
HOMO (alpha / beta) in eV: -6.436 / -6.409
Charge: 0

***

| no. | calculated total energy (eV) |
| --- | --- |
| 1 | -239679.80040 |
| 2 | -205202.89566 |
| 3 | -106855.54778 |
| 4 | -116014.49833 |